No. 1
C12H20I2N3O2Ti as an isolated structure. Source: OMol25; level of theory: ωB97M-V with the def2-TZVPD basis set.

Cartesian coordinates (Å):
Ti1 -0.085 -0.084 -0.204
C1 1.117 0.739 -2.715
N1 0.664 1.398 -1.442
C2 -0.311 2.492 -1.792
C3 1.836 1.989 -0.687
C4 2.588 0.907 0.083
N2 1.626 0.070 0.886
C5 2.210 -1.273 1.199
C6 1.197 0.779 2.145
H1 1.574 1.495 -3.354
H2 0.261 0.320 -3.240
H3 1.854 -0.042 -2.514
H4 0.218 3.244 -2.378
H5 -0.704 2.938 -0.882
H6 -1.118 2.072 -2.389
H7 1.452 2.759 -0.019
H8 2.514 2.471 -1.395
H9 3.315 1.361 0.758
H10 3.132 0.247 -0.593
H11 3.114 -1.144 1.798
H12 2.474 -1.794 0.276
H13 1.508 -1.867 1.780
H14 2.080 0.993 2.749
H15 0.527 0.138 2.716
H16 0.690 1.717 1.910
O1 -3.861 0.328 0.015
C7 -2.795 0.002 -0.316
O2 -1.590 0.649 0.229
C8 -2.411 -1.109 -1.254
C9 -3.364 -1.844 -1.906
C10 -2.946 -2.921 -2.696
C11 -1.595 -3.222 -2.790
C12 -0.679 -2.438 -2.115
N3 -1.065 -1.384 -1.368
H17 -4.410 -1.588 -1.788
H18 -3.678 -3.523 -3.222
H19 -1.245 -4.058 -3.382
H20 0.384 -2.643 -2.169
I1 -1.253 -2.289 1.969
I2 -3.876 -2.445 2.354

Output
E_HOMO, eV: -18.342
DFT total energy, Ha: -2227.8643
ΔE to the lowest compared entry with this formula, charge and spin, eV: 0.453
Charge: +3

***

No. 2
An isolated ion of composition C4H10N6S and charge +2 in a non-equilibrium geometry. Source: OMol25; level of theory: ωB97M-V with the def2-TZVPD basis set.

Cartesian coordinates (Å):
C1 -0.500 1.363 -0.089
C2 -1.081 2.028 3.369
C3 0.510 1.285 -1.188
C4 1.227 -1.416 -0.667
N1 -0.862 1.848 2.217
N2 -0.140 1.577 1.182
N3 1.559 -2.646 -0.618
N4 -1.535 2.478 4.481
N5 -1.757 1.006 -0.435
N6 1.405 -3.386 -1.859
S1 0.482 -0.469 -1.950
H1 0.177 1.928 -1.976
H2 1.626 1.423 -0.871
H3 1.299 -0.721 0.130
H4 -1.736 1.926 5.314
H5 -1.206 3.435 4.668
H6 -1.971 0.987 -1.420
H7 -2.506 0.693 0.188
H8 2.025 -4.262 -1.695
H9 1.620 -2.737 -2.766
H10 0.300 -3.715 -2.036

Output
E_HOMO, eV: -16.557
SMILES: N/C(CS/C=N\[NH3+])=N\N=C=[NH2+]
DFT total energy, Ha: -884.3935
ΔE to the lowest compared entry with this formula, charge and spin, eV: 0.998
Charge: +2

***

No. 3
A single C4H5FN2 molecule in a non-equilibrium geometry. Source: OMol25; level of theory: ωB97M-V with the def2-TZVPD basis set.

Cartesian coordinates (Å):
C1 1.002 0.231 0.066
C2 0.070 -0.923 0.398
C3 -1.155 -0.832 -0.404
C4 0.117 1.468 0.126
H1 1.886 0.282 0.719
H2 -0.225 -0.842 1.450
H3 0.601 -1.876 0.200
H4 -1.622 -1.757 -0.785
H5 0.597 2.407 0.448
N1 -1.680 0.249 -0.810
N2 -1.129 1.460 -0.232
F1 1.538 0.134 -1.175

Output
E_HOMO, eV: -9.965
SMILES: F[C@H]1C=NN=CC1
DFT total energy, Ha: -364.7236
ΔE to the lowest compared entry with this formula, charge and spin, eV: 2.169
Charge: 0

***

No. 4
C3H5N as an isolated structure in a non-equilibrium geometry. Source: OMol25; level of theory: ωB97M-V with the def2-TZVPD basis set.

Cartesian coordinates (Å):
C1 -0.206 0.372 0.350
C2 0.989 1.241 0.385
C3 -0.853 -1.394 -0.426
N1 -0.522 1.553 0.618
H1 1.695 1.102 1.215
H2 1.477 1.737 -0.593
H3 -0.334 -1.196 -1.395
H4 -1.819 -1.214 -0.384
H5 -0.428 -2.200 0.230

Output
E_HOMO (alpha / beta), eV: -5.448 / -11.074
2S+1: 3
DFT total energy, Ha: -171.7550
ΔE to the lowest compared entry with this formula, charge and spin, eV: 3.749
Charge: 0

***

No. 5
C51H34As2ClF5INO2SSe3TeTi as an isolated structure in a non-equilibrium geometry. Source: OMol25; level of theory: ωB97M-V with the def2-TZVPD basis set.

Cartesian coordinates (Å):
Ti1 -0.354 -0.032 0.757
Cl1 5.892 -2.769 1.872
C1 4.529 -1.686 1.687
C2 4.667 -0.367 1.965
C3 3.601 0.546 1.757
I1 3.959 2.546 2.089
C4 2.385 0.131 1.273
O1 1.377 0.892 0.953
C5 2.236 -1.290 1.055
N1 0.998 -1.682 0.620
C6 0.818 -2.929 0.272
C7 1.827 -3.908 0.377
C8 3.048 -3.543 0.864
C9 3.291 -2.195 1.210
H1 5.618 0.002 2.323
H2 -0.175 -3.195 -0.077
H3 1.609 -4.929 0.099
H4 3.839 -4.271 0.986
Se1 -1.693 2.205 -0.007
Se2 -2.280 2.936 2.163
Te1 -0.171 2.456 3.451
Se3 -0.161 -0.069 3.401
C10 0.335 1.921 -6.654
C11 -0.293 2.682 -5.675
C12 0.033 2.508 -4.340
C13 1.000 1.578 -3.956
C14 1.624 0.822 -4.941
C15 1.293 0.992 -6.282
As1 1.281 1.356 -2.018
C16 2.888 0.222 -2.046
C17 4.158 0.631 -1.654
C18 5.207 -0.279 -1.605
C19 5.007 -1.607 -1.954
C20 3.739 -2.030 -2.333
C21 2.689 -1.123 -2.361
C22 2.074 3.107 -1.701
C23 1.659 3.813 -0.579
C24 2.178 5.081 -0.332
C25 3.110 5.636 -1.192
C26 3.529 4.929 -2.316
C27 3.006 3.671 -2.571
H5 0.079 2.054 -7.697
H6 -1.041 3.414 -5.956
H7 -0.468 3.108 -3.584
H8 2.384 0.099 -4.668
H9 1.796 0.399 -7.038
H10 4.332 1.660 -1.358
H11 6.184 0.053 -1.278
H12 5.828 -2.311 -1.907
H13 3.559 -3.068 -2.583
H14 1.693 -1.478 -2.607
H15 0.933 3.375 0.097
H16 1.849 5.625 0.544
H17 3.516 6.620 -0.993
H18 4.256 5.359 -2.994
H19 3.320 3.128 -3.457
O2 -0.999 -0.814 -1.077
As2 -2.207 -1.778 -1.747
C28 -3.345 -0.635 -2.758
C29 -2.905 0.665 -2.960
C30 -3.645 1.512 -3.775
C31 -4.805 1.057 -4.379
C32 -5.233 -0.252 -4.183
C33 -4.501 -1.105 -3.374
C34 -1.294 -2.782 -3.106
C35 -1.529 -4.118 -3.411
C36 -0.830 -4.722 -4.451
C37 0.089 -3.993 -5.189
C38 0.302 -2.650 -4.905
C39 -0.390 -2.045 -3.869
C40 -3.286 -3.034 -0.780
C41 -4.595 -2.707 -0.432
C42 -5.352 -3.604 0.299
C43 -4.806 -4.818 0.705
C44 -3.504 -5.141 0.366
C45 -2.745 -4.249 -0.384
H20 -2.004 1.014 -2.470
H21 -3.310 2.530 -3.925
H22 -5.384 1.723 -5.005
H23 -6.139 -0.604 -4.660
H24 -4.833 -2.127 -3.230
H25 -2.265 -4.690 -2.864
H26 -1.010 -5.763 -4.682
H27 0.634 -4.469 -5.994
H28 1.005 -2.068 -5.486
H29 -0.227 -0.992 -3.661
H30 -5.007 -1.738 -0.687
H31 -6.362 -3.341 0.583
H32 -5.392 -5.500 1.307
H33 -3.067 -6.074 0.695
H34 -1.723 -4.510 -0.624
F1 -4.122 -4.332 5.684
C46 -3.819 -3.485 4.686
C47 -4.637 -2.406 4.404
F2 -5.742 -2.209 5.139
C48 -4.318 -1.549 3.363
F3 -5.171 -0.542 3.140
C49 -3.186 -1.712 2.565
S1 -2.844 -0.592 1.257
C50 -2.398 -2.809 2.882
F4 -1.279 -3.093 2.173
C51 -2.690 -3.683 3.913
F5 -1.892 -4.734 4.160

Output
E_HOMO (alpha / beta), eV: -3.962 / -3.954
2S+1: 2
DFT total energy, Ha: -16618.0652
ΔE to the lowest compared entry with this formula, charge and spin, eV: 0.436
Charge: -1

***

No. 6
A 2-piece molecular cluster, C8H9N2O4S overall in a non-equilibrium geometry. Source: OMol25; level of theory: ωB97M-V with the def2-TZVPD basis set.

Cartesian coordinates (Å):
C1 -3.590 1.251 0.264
C2 -4.007 0.021 0.581
C3 -1.665 0.204 0.370
C4 0.626 -1.180 1.090
C5 0.599 -1.549 -1.477
C6 1.497 1.880 -0.206
C7 1.933 0.395 -0.617
C8 0.991 -0.737 -0.227
N1 -2.262 1.265 0.094
N2 3.186 0.305 0.143
O1 -0.135 -2.259 1.138
O2 1.118 -1.136 -2.530
O3 0.976 -0.569 2.115
O4 -0.186 -2.485 -1.377
S1 -2.744 -1.131 0.774
H1 -4.302 2.056 -0.153
H2 -4.879 -0.447 0.881
H3 2.256 2.622 -0.525
H4 0.662 2.225 -0.780
H5 1.545 1.984 0.857
H6 2.080 0.132 -1.751
H7 3.162 0.311 1.151
H8 -0.421 -2.537 0.232
H9 3.562 -0.622 -0.048

Output
E_HOMO (alpha / beta), eV: -4.987 / -5.285
DFT total energy, Ha: -1118.8434
ΔE to the lowest compared entry with this formula, charge and spin, eV: 3.334
Charge: -1

***

No. 7
A 5-piece molecular cluster, C13H13Cl9N2 overall in a non-equilibrium geometry. Source: OMol25; level of theory: ωB97M-V with the def2-TZVPD basis set.

Cartesian coordinates (Å):
N1 -1.766 3.753 3.888
C1 -2.541 4.332 2.966
C2 -2.637 3.871 1.666
C3 -1.876 2.785 1.272
C4 -1.125 2.123 2.236
C5 -1.091 2.663 3.512
H1 -3.097 5.177 3.353
H2 -3.241 4.410 0.945
H3 -1.989 2.391 0.273
H4 -0.658 1.169 2.047
H5 -0.550 2.148 4.298
N2 0.917 -1.604 -2.895
C6 -0.335 -1.657 -3.340
C7 -1.351 -2.307 -2.637
C8 -1.057 -2.981 -1.459
C9 0.255 -2.929 -1.017
C10 1.198 -2.218 -1.748
H6 -0.604 -1.123 -4.242
H7 -2.383 -2.322 -2.966
H8 -1.771 -3.587 -0.920
H9 0.584 -3.454 -0.128
H10 2.233 -2.175 -1.434
C11 -1.577 1.635 -3.117
Cl1 -1.096 3.275 -2.695
Cl2 -1.357 1.391 -4.854
Cl3 -3.278 1.342 -2.654
H11 -0.999 0.911 -2.554
C12 2.427 0.455 0.146
Cl4 4.088 1.011 -0.203
Cl5 1.294 1.315 -0.881
Cl6 2.089 0.683 1.901
H12 2.354 -0.612 0.004
C13 3.840 -4.083 2.199
Cl7 4.932 -3.457 3.444
Cl8 3.589 -2.837 0.960
Cl9 2.281 -4.554 2.909
H13 4.299 -4.940 1.727

Output
E_HOMO, eV: -9.546
SMILES: ClC(Cl)Cl.ClC(Cl)Cl.ClC(Cl)Cl.c1ccncc1.c1ccncc1
DFT total energy, Ha: -4754.3749
ΔE to the lowest compared entry with this formula, charge and spin, eV: 0.042
Charge: 0

***

No. 8
C4H12N4 as an isolated structure in a non-equilibrium geometry. Source: OMol25; level of theory: ωB97M-V with the def2-TZVPD basis set.

Cartesian coordinates (Å):
C1 -1.563 0.614 -1.262
N1 -1.362 -1.938 0.760
C2 -0.751 -0.684 0.586
N2 -0.557 -0.268 -0.718
H1 -1.186 -2.608 0.024
H2 -1.511 -2.309 1.688
H3 -1.175 0.039 1.307
H4 -1.780 1.482 -0.612
H5 -2.522 0.104 -1.434
H6 -1.208 1.003 -2.220
C3 1.152 1.750 0.079
C4 1.284 0.287 -0.253
N3 0.850 -0.682 0.979
N4 2.229 -0.106 -1.017
H7 1.160 -0.316 1.880
H8 1.234 -1.614 0.844
H9 2.297 -1.120 -1.071
H10 0.221 1.981 0.596
H11 2.000 2.068 0.694
H12 1.189 2.315 -0.850

Output
E_HOMO, eV: -7.426
DFT total energy, Ha: -378.5241
ΔE to the lowest compared entry with this formula, charge and spin, eV: 3.106
Charge: 0